Entry 1:
Density functional theory data (ωB97M-V/def2-TZVPD) for a single C4H3NS2 molecule in a non-equilibrium geometry.

```
! RIJCOSX wB97M-V def2-TZVPD def2/J DEFGRID3
* xyz 0 1
C -0.5354 0.6837 1.0654
C -0.5045 -0.7591 1.0217
C -0.0739 1.1754 -0.1392
C -0.2453 -1.1083 -0.2504
N 0.1728 0.0966 -0.9806
S 1.7457 -1.8835 -1.7311
S 1.0310 -0.1593 -2.4308
H -0.9202 1.1195 1.9930
H -0.9890 -1.3331 1.9147
H 0.3190 2.1681 -0.4628
*
```

## Properties
gap between HOMO and LUMO (alpha / beta) = 6.32 / 7.35 eV
E_HOMO (alpha / beta) = -0.30824 / -0.31906 Ha
energy relative to the best compared isomer or geometry (same formula, charge and spin) = 320.96 kJ/mol
max |F| = 2.9 eV Å⁻¹
energy = -1005.18355 a.u.
LUMO level (alpha / beta) = -2.066 / -1.333 eV

***

Entry 2:
Density functional theory data (ωB97M-V/def2-TZVPD) for 2 unconnected molecules or ions with the total composition C4H5N2O4P in a non-equilibrium geometry.

```
! RIJCOSX wB97M-V def2-TZVPD def2/J DEFGRID3
* xyz -2 1
C 2.4705 -0.4575 -0.2926
C -2.8041 -0.1559 -0.3348
C 1.0919 -0.2561 0.5019
C -1.2195 0.2006 -0.2349
N 0.6891 1.0167 0.6323
N -0.6595 1.2216 0.5653
O 2.6388 -1.5671 -0.8399
O -2.9186 -1.3585 -0.1461
O 3.1668 0.5466 -0.3694
O -3.6153 0.7206 -0.5848
P -0.2724 -1.3984 0.3005
H 1.7405 -0.7921 2.4428
H -1.0539 0.5635 -1.3727
H 1.3261 1.7198 0.3489
H -0.7207 2.1894 0.2438
H 0.1403 -2.1932 -0.8602
*
```

## Properties
gap between HOMO and LUMO (alpha / beta) = 6.23 / 6.23 eV
E_HOMO (alpha / beta) = 0.00394 / 0.00387 Ha
energy relative to the best compared isomer or geometry (same formula, charge and spin) = 722.71 kJ/mol
max |F| = 4.7 eV Å⁻¹
energy = -907.10218 a.u.
LUMO level (alpha / beta) = 6.336 / 6.336 eV

***

Entry 3:
Density functional theory data (ωB97M-V/def2-TZVPD) for a single C24H28N4O molecule in a non-equilibrium geometry.

```
! RIJCOSX wB97M-V def2-TZVPD def2/J DEFGRID3
* xyz 0 1
C -4.7360 -2.5934 2.1607
C -3.5516 -1.8810 2.2481
C -3.1581 -1.0537 1.2121
C -3.9456 -0.9350 0.0748
C -3.5189 -0.0257 -1.0621
C -3.3642 1.3885 -0.5404
C -2.1390 1.9275 -0.1770
C -2.0618 3.2138 0.3302
C -3.2076 3.9729 0.4857
C -4.4349 3.4393 0.1293
C -4.5115 2.1567 -0.3805
C -2.2884 -0.5676 -1.6931
N -2.2302 -0.8805 -2.9563
O -0.9687 -1.3520 -3.1520
C -0.3482 -1.2922 -1.9706
C 1.0763 -1.7039 -1.8692
N 1.9011 -0.5386 -1.5999
C 1.8033 -0.1011 -0.2172
C 2.5286 1.2403 -0.0736
N 3.9143 1.1968 -0.4823
C 4.9062 0.8848 0.5214
C 4.9374 -0.5138 1.1185
C 5.6254 -0.7148 2.4363
C 4.1361 -0.8428 2.3416
C 4.0461 0.5881 -1.7847
C 3.2938 -0.7419 -1.9512
N -1.1179 -0.8232 -1.0371
C -5.1293 -1.6530 -0.0104
C -5.5241 -2.4778 1.0291
H -5.0434 -3.2375 2.9715
H -2.9323 -1.9691 3.1288
H -2.2338 -0.5017 1.2772
H -4.2915 -0.0325 -1.8380
H -1.2368 1.3468 -0.2920
H -1.0998 3.6217 0.6047
H -3.1461 4.9756 0.8821
H -5.3351 4.0246 0.2478
H -5.4714 1.7435 -0.6561
H 1.1727 -2.4778 -1.0858
H 1.3646 -2.1325 -2.8318
H 0.7492 0.0170 0.0353
H 2.2419 -0.8486 0.4645
H 2.4681 1.5902 0.9576
H 2.0230 1.9668 -0.7206
H 5.8831 1.0860 0.0656
H 4.7686 1.6050 1.3347
H 5.0684 -1.3032 0.3879
H 6.2121 -1.6089 2.5831
H 6.0298 0.1542 2.9333
H 3.6990 -1.8268 2.4307
H 3.5329 -0.0624 2.7813
H 5.1042 0.4436 -2.0097
H 3.6268 1.2928 -2.5125
H 3.3535 -1.0513 -2.9978
H 3.7538 -1.5310 -1.3310
H -5.7461 -1.5700 -0.8942
H -6.4484 -3.0316 0.9531
*
```

## Properties
gap between HOMO and LUMO = 8.94 eV
E_HOMO = -0.29975 Ha
energy relative to the best compared isomer or geometry (same formula, charge and spin) = 399.02 kJ/mol
max |F| = 1.2 eV Å⁻¹
energy = -1225.53540 a.u.
LUMO level = 0.787 eV
SMILES string = c1ccc(C(c2ccccc2)c2noc(CN3CCN(CC4CC4)CC3)n2)cc1

***

Entry 4:
Density functional theory data (ωB97M-V/def2-TZVPD) for a molecular structure, C4H7NO.

```
! RIJCOSX wB97M-V def2-TZVPD def2/J DEFGRID3
* xyz 0 1
C 0.3027 -0.7612 1.1160
C -0.0737 1.0396 0.1375
C 0.4548 1.0868 -1.2017
N -0.9653 0.8109 -0.8234
C -0.7795 -0.8295 -0.3002
O -0.2989 -1.5540 -1.1483
H -0.0696 -0.3757 2.0726
H 1.3583 -0.5157 0.9545
H 0.2681 -1.8541 1.1606
H -0.0980 1.5687 1.0828
H 0.6401 2.0452 -1.6806
H 1.0128 0.2275 -1.5756
H -1.7517 -0.8886 0.2058
*
```

## Properties
gap between HOMO and LUMO = 9.32 eV
E_HOMO = -0.33099 Ha
energy relative to the best compared isomer or geometry (same formula, charge and spin) = 589.87 kJ/mol
max |F| = 0.7 eV Å⁻¹
energy = -286.40698 a.u.
LUMO level = 0.309 eV